Record 1
C11H14Br2F8GaOPt | the ωB97M-V functional and the def2-TZVPD basis

Geometry as XYZ:
```
38
Properties=species:S:1:pos:R:3:forces:R:3:mulliken_charge:R:1
C -3.470 -1.286 1.055 -2.92 -0.54 -0.85 -0.761
C -4.483 -0.754 -0.042 -0.14 0.32 0.14 0.167
Br -6.422 -1.111 0.215 2.25 0.32 -0.07 -0.019
C -4.019 -0.053 -1.218 -0.72 -0.62 0.45 0.136
Br -5.279 0.560 -2.586 1.29 -0.85 1.56 -0.009
Ga -2.001 0.273 -1.440 -0.42 1.29 0.80 0.420
C -1.792 1.658 -3.001 0.59 0.11 -1.79 -0.917
C -0.942 -1.397 -2.042 0.89 -2.02 -0.68 -0.614
C -0.050 -2.059 -0.865 -1.27 0.30 -1.12 -0.410
O 1.317 -1.773 -1.188 -0.60 0.38 1.85 -0.426
C 2.046 -1.257 -0.041 -0.42 -1.06 0.49 -0.822
C 1.674 0.253 0.300 -0.54 0.08 -1.72 0.969
F 1.199 0.822 -0.918 0.75 -0.71 2.05 -0.359
F 0.603 0.350 1.206 2.03 -0.15 -1.13 -0.226
C 2.930 1.162 0.716 -1.16 1.02 -1.66 0.312
F 2.484 2.494 0.580 0.95 -2.34 0.97 -0.275
F 3.889 1.000 -0.305 -1.41 -0.04 2.33 -0.257
C 3.517 0.847 2.154 1.04 -0.36 0.70 0.723
F 2.558 0.895 3.176 1.32 0.12 -2.16 -0.248
F 4.031 -0.473 2.164 -1.07 2.18 -0.34 -0.270
C 4.716 1.785 2.625 1.18 0.63 1.50 0.069
F 5.931 1.518 1.992 -2.24 0.29 0.42 -0.239
F 4.446 3.151 2.515 0.07 -2.20 -0.34 -0.231
H -2.779 -2.045 0.582 -0.33 1.20 0.77 0.162
H -2.910 -0.369 1.482 0.59 0.02 -0.18 -0.069
H -4.047 -1.765 1.912 0.73 0.44 -1.31 0.521
H -1.488 0.954 -0.092 -0.30 -0.41 -0.03 -0.238
H -2.711 2.322 -2.993 0.97 -0.93 0.18 0.322
H -1.700 1.050 -3.965 -0.32 0.97 1.30 0.308
H -0.831 2.243 -2.854 -1.21 -0.84 0.17 0.316
H -1.701 -2.141 -2.468 0.94 1.17 0.59 0.467
H -0.225 -1.080 -2.857 -0.94 -0.20 0.91 0.449
H -0.373 -1.733 0.172 0.59 -0.16 -1.07 0.242
H -0.287 -3.182 -0.928 0.63 1.33 -0.03 0.323
H 1.726 -1.905 0.843 0.78 1.02 -0.81 0.366
H 3.143 -1.426 -0.261 -1.37 0.56 0.30 0.394
H 4.867 1.576 3.738 -0.25 0.16 -1.49 0.273
Pt -3.570 0.895 2.635 0.04 -0.47 -0.70 0.449
```
Forces are in eV/Å.

E_HOMO   -11.87 eV
Strongest force on any atom   3.09 eV/A
ΔE to the lowest compared entry with this formula, charge and spin   314.01 kJ/mol
Net charge   +1
Kohn-Sham gap   0.132 Eh
Total energy   -231110.35904 eV

Record 2
C44H54As3NO2Y | the ωB97M-V functional and the def2-TZVPD basis

Geometry as XYZ:
```
105
Properties=species:S:1:pos:R:3:forces:R:3:mulliken_charge:R:1
Y 0.224 0.491 -1.140 0.63 -0.43 0.58 0.350
O -1.898 0.327 -1.224 0.26 1.80 0.88 -0.604
C -2.377 1.588 -0.586 0.78 -1.22 -0.92 1.974
C -2.034 2.877 -1.592 -1.31 0.00 1.76 -2.126
C -0.695 3.579 -1.634 0.87 -0.04 1.10 0.917
C -0.544 4.958 -1.363 0.57 -1.14 -1.80 -0.560
C 0.752 5.447 -1.489 0.23 -0.77 0.89 -1.076
C 1.797 4.616 -1.950 0.26 2.31 -0.04 -0.043
C 1.598 3.317 -2.307 -1.03 -1.14 0.98 0.232
C 2.550 2.310 -2.970 0.45 1.43 1.35 -1.796
C 3.227 1.358 -1.919 -0.09 -1.48 -1.37 2.272
O 2.306 0.356 -1.564 -0.79 0.94 0.91 -0.578
C 3.829 2.168 -0.771 -0.13 1.55 -0.64 -0.722
C 3.834 1.736 0.520 -0.59 -2.25 1.53 0.541
C 4.430 2.418 1.594 -0.12 -0.02 -0.94 -0.971
C 5.042 3.609 1.326 1.18 0.96 -0.33 -0.498
C 5.018 4.165 0.023 -0.53 -1.26 1.15 -1.275
C 4.396 3.458 -0.994 0.38 -0.22 0.75 -0.376
C 4.311 0.555 -2.658 1.51 0.72 -1.65 -0.336
C 5.674 0.718 -2.365 -1.23 -0.08 0.16 -0.033
C 6.630 -0.064 -3.013 1.18 0.74 1.43 -0.892
C 6.288 -0.997 -3.916 -0.92 -1.36 -2.32 -0.446
C 4.939 -1.074 -4.358 1.06 0.53 0.42 -0.732
C 4.002 -0.241 -3.825 -0.94 0.55 2.25 -0.457
N 0.391 2.806 -1.894 -0.68 -0.40 -1.36 0.044
C -3.878 1.444 -0.552 -1.20 1.45 1.07 -0.430
C -4.609 2.126 0.479 0.57 -0.90 -1.74 -0.300
C -5.973 2.208 0.404 -0.35 0.10 -0.98 -0.784
C -6.655 1.752 -0.739 0.55 -0.12 1.46 -0.767
C -5.981 0.951 -1.615 0.03 -0.54 -0.97 -0.747
C -4.593 0.792 -1.548 0.23 -0.32 0.38 -0.490
C -1.844 1.731 0.879 1.25 3.66 0.31 0.976
C -1.578 3.008 1.400 -1.05 -2.20 -2.55 -0.358
C -0.986 3.536 2.571 1.12 -0.41 2.27 -0.730
C -0.640 2.876 3.712 -1.10 0.16 -1.14 -0.975
C -1.326 1.636 4.208 0.25 0.83 0.28 -0.746
C -1.743 0.627 1.791 0.71 -3.31 1.34 -0.250
H -2.189 2.474 -2.572 -0.34 -0.38 -0.57 0.671
H -2.866 3.619 -1.401 1.04 -0.62 -0.24 0.423
H -1.418 5.580 -1.386 -0.20 0.31 0.76 0.521
H 1.018 6.422 -1.079 -0.19 0.01 -0.64 0.428
H 2.744 5.138 -2.039 -0.06 -0.41 -0.28 0.480
H 1.956 1.780 -3.707 0.26 -0.35 -0.09 0.752
H 3.405 2.810 -3.439 -0.58 0.23 -0.28 0.427
H 3.429 0.717 0.753 0.22 0.99 -0.45 0.195
H 4.468 1.988 2.578 -0.05 -0.17 0.16 0.505
H 5.706 4.081 2.061 -0.66 -0.02 -0.05 0.372
H 5.488 5.121 -0.108 0.08 0.19 -0.41 0.465
H 4.416 3.957 -1.933 -0.04 -0.22 -0.83 0.931
H 5.973 1.456 -1.618 0.04 -0.42 -0.15 0.400
H 7.673 0.042 -2.706 -0.23 0.04 -0.20 0.378
H 7.020 -1.617 -4.463 -0.29 0.36 0.68 0.344
H 4.639 -1.736 -5.133 0.04 -0.48 -0.60 0.437
H 2.962 -0.284 -4.167 0.36 -0.05 0.10 0.289
H -4.092 2.632 1.262 0.24 0.05 0.51 0.362
H -6.496 2.657 1.211 -0.53 0.54 0.45 0.478
H -7.701 1.921 -0.868 -0.56 0.01 0.11 0.427
H -6.597 0.429 -2.354 0.56 0.19 -0.06 0.390
H -4.042 0.111 -2.193 -0.24 0.33 -0.14 0.220
H -1.765 3.777 0.694 -0.19 0.70 -0.63 0.732
H -0.714 4.586 2.512 0.44 -0.15 -0.26 0.404
H 0.146 3.250 4.363 -0.48 0.50 0.17 0.522
H -0.537 1.050 4.610 0.40 -0.65 1.05 0.265
H -2.354 -0.222 1.458 -0.14 0.28 -0.29 -0.012
C -2.127 0.792 3.281 -1.60 -1.10 -1.34 -0.977
As 0.065 -0.501 1.694 -0.92 1.06 -0.29 1.878
C 1.317 0.084 3.108 -0.19 0.55 -0.17 -1.708
C -0.295 -2.359 2.400 0.45 0.74 -0.12 -2.241
C -0.908 -3.467 1.535 0.42 0.80 -1.43 3.159
C -2.313 -3.044 1.093 -0.63 -0.34 0.18 -1.203
C 0.066 -3.758 0.338 -1.03 0.66 -0.15 -2.222
As 0.047 -2.518 -1.239 0.75 0.40 0.02 1.095
C -1.595 -2.930 -2.175 0.32 -1.22 0.09 -0.887
C 1.312 -3.393 -2.480 0.10 -0.94 1.51 -1.273
C -0.987 -4.699 2.407 -0.68 -0.46 0.78 -2.196
As -1.430 -6.612 1.866 -0.66 0.45 -0.30 0.328
C -2.792 -6.906 3.284 -0.97 0.73 -0.37 -1.023
C -2.804 -6.623 0.403 -0.30 0.08 -0.82 -1.203
H -2.062 1.960 4.992 1.05 -0.27 -0.16 0.453
H -2.181 -0.284 3.634 -0.04 1.30 0.13 0.264
H -3.170 1.171 3.279 0.36 -0.29 -0.05 0.442
H 1.087 -0.402 4.069 0.41 0.02 -0.45 0.457
H 1.425 1.184 3.264 -0.44 -0.83 -0.38 0.316
H 2.232 -0.236 2.611 0.32 -0.27 0.72 0.629
H -0.950 -2.212 3.262 0.41 -0.05 0.31 0.716
H 0.753 -2.626 2.671 -0.79 0.01 0.29 0.492
H -2.349 -2.265 0.354 0.37 0.73 -0.37 -0.218
H -2.943 -2.685 1.930 0.45 -0.27 -0.11 0.463
H -2.874 -3.854 0.622 0.15 -0.26 0.17 0.056
H -0.255 -4.656 -0.140 -0.20 -0.97 -0.28 0.724
H 1.074 -3.929 0.703 0.22 0.20 -0.05 0.461
H -2.062 -3.759 -1.645 0.10 -0.47 -0.47 0.218
H -1.322 -3.164 -3.221 -0.47 0.03 0.55 0.549
H -2.316 -2.157 -2.084 -0.36 1.09 -0.20 0.034
H 1.153 -4.486 -2.375 0.00 0.51 -0.30 0.415
H 2.357 -3.209 -2.141 -0.76 0.24 -0.70 0.307
H 1.034 -3.073 -3.480 0.46 0.11 -0.05 0.477
H -1.698 -4.474 3.229 0.45 -0.11 -0.29 0.578
H -0.003 -4.855 2.843 0.14 -0.05 0.28 0.550
H -2.648 -6.259 4.178 0.13 -0.79 -0.51 0.320
H -2.845 -7.966 3.491 0.31 -0.16 0.52 0.385
H -3.807 -6.676 2.875 0.80 0.12 0.23 0.290
H -3.167 -7.674 0.399 0.57 0.47 -0.26 0.403
H -2.440 -6.323 -0.617 0.02 -0.62 0.96 0.314
H -3.739 -6.059 0.522 0.38 0.24 0.53 0.364
```
Forces are in eV/Å.

E_HOMO   -10.42 eV
Strongest force on any atom   3.88 eV/A
Net charge   +1
Kohn-Sham gap   0.281 Eh
Total energy   -235641.35477 eV

E_LUMO for the records above, in order: -8.28 -2.76 eV